Record 1
116
Properties=species:S:1:pos:R:3:forces:R:3 method="wB97M-V/def2-TZVPD" e_homo_ev=-2.0 total_charge=-2 fmax_ev_per_a=0.62
Ga 0.43212 0.20883 0.16792 -0.3 -0.2 -0.5
C -3.14055 0.41162 4.85599 0.0 0.0 0.0
C -3.36819 1.60739 3.93795 0.0 0.0 0.0
N -3.73249 1.24192 2.57849 0.0 0.0 0.0
C -5.15089 1.09894 2.27475 0.0 0.0 0.0
C -5.64153 -0.34518 2.26747 0.0 0.0 0.0
C -2.78883 0.97052 1.61879 0.0 0.0 0.0
S -1.15075 1.09729 2.07528 0.1 0.0 0.0
N -3.34400 0.63991 0.44284 0.1 0.0 0.0
C -2.66428 0.36489 -0.67778 0.0 0.0 0.1
O -1.44712 0.30662 -0.89127 0.0 0.0 0.0
C -3.55772 0.07537 -1.86357 0.0 0.0 0.0
C -2.96157 -0.26106 -3.07386 0.0 0.0 -0.1
C -3.75067 -0.53997 -4.18163 0.0 0.0 0.0
C -5.13555 -0.48413 -4.08966 0.0 0.0 0.0
C -5.73210 -0.14841 -2.88147 0.0 0.0 0.0
C -4.94468 0.12943 -1.77289 0.0 0.0 0.0
H -2.82029 0.74908 5.84500 0.0 0.0 0.0
H -2.35480 -0.22105 4.44349 0.0 0.0 0.0
H -4.04929 -0.18222 4.97496 0.0 0.0 0.0
H -2.46238 2.20925 3.89808 0.0 0.0 0.0
H -4.17066 2.23825 4.32963 0.0 0.0 0.0
H -5.34566 1.55032 1.30303 0.0 0.0 0.0
H -5.69565 1.67390 3.02752 0.0 0.0 0.0
H -5.09137 -0.91327 1.51829 0.0 0.0 0.0
H -6.70664 -0.38261 2.02066 0.0 0.0 0.0
H -5.49927 -0.81961 3.23990 0.0 0.0 0.0
H -1.87888 -0.29329 -3.11815 0.0 0.0 0.0
H -3.28249 -0.80225 -5.12327 0.0 0.0 0.0
H -5.74854 -0.70139 -4.95714 0.0 0.0 0.0
H -6.81235 -0.10232 -2.80359 0.0 0.0 0.0
H -5.38862 0.39220 -0.82224 0.0 0.0 0.0
C 3.41591 -3.58338 -5.22169 0.0 0.0 0.0
C 2.35828 -2.71359 -4.59811 0.0 0.0 0.1
C 1.09818 -2.58018 -5.16830 0.0 0.0 0.0
C 0.20058 -1.79932 -4.45739 0.0 0.0 0.0
N 0.49690 -1.18065 -3.32934 0.0 0.0 0.0
C 1.75983 -1.32499 -2.86275 -0.1 0.0 0.1
S 2.27066 -0.46544 -1.45610 0.1 0.1 0.0
N 2.68552 -2.10886 -3.46766 0.0 0.0 -0.1
H 3.23255 -3.73730 -6.28617 0.0 0.0 0.0
H 3.42693 -4.55936 -4.73103 0.0 0.0 0.0
H 4.39573 -3.13119 -5.07665 0.0 0.0 0.0
H 0.83068 -3.06327 -6.09851 0.0 0.0 0.0
H -0.81506 -1.66162 -4.82283 0.0 0.0 0.0
C 0.49081 -1.83836 3.58215 0.0 0.0 0.0
Si 0.66711 -2.65080 1.89724 0.0 0.0 0.0
C 2.47248 -2.90261 1.44720 0.0 0.0 0.0
C -0.11769 -4.36999 2.07105 0.0 0.0 0.0
C -0.13633 -1.69578 0.54370 0.0 0.0 0.1
H 1.06373 -2.37421 4.34678 0.0 0.0 0.0
H -0.55883 -1.81898 3.89008 0.0 0.0 0.0
H 0.84023 -0.80457 3.54234 0.0 0.0 0.0
H 3.15386 -2.70818 2.27409 0.0 0.0 0.0
H 2.73140 -2.21681 0.63757 0.0 0.0 0.0
H 2.65857 -3.92079 1.09014 0.0 0.0 0.0
H 0.40667 -4.96761 2.82476 0.0 0.0 0.0
H -0.07350 -4.91040 1.12105 0.0 0.0 0.0
H -1.16802 -4.29593 2.36764 0.0 0.0 0.0
H -1.21833 -1.63916 0.69447 0.0 0.0 0.0
H 0.05015 -2.21646 -0.40303 -0.1 0.0 0.0
C 5.65393 -2.58115 0.60903 0.0 0.0 0.0
Si 5.99763 -0.80090 1.11311 0.0 0.0 0.0
C 7.69408 -0.89781 1.95859 0.0 0.0 0.0
C 6.13823 0.20240 -0.46496 0.0 0.1 0.0
Si 4.53365 0.26870 2.60837 0.1 0.1 0.0
Te 2.41670 1.27169 1.79555 0.1 0.0 0.3
Si 4.49775 -0.75973 4.72993 0.0 0.0 0.0
C 3.08362 -0.05143 5.75131 0.0 0.0 0.0
C 4.38422 -2.64568 4.77519 0.0 0.0 0.0
C 6.08655 -0.37908 5.69132 0.0 0.0 0.0
Si 5.57080 2.36049 3.05881 -0.1 -0.1 0.0
C 5.52338 3.48490 1.54986 0.0 0.0 0.0
C 4.62159 3.20149 4.45757 0.0 0.0 0.0
C 7.38925 2.39952 3.61221 0.0 0.0 0.0
H 6.55432 -2.95722 0.10995 0.0 0.0 0.0
H 4.82054 -2.64761 -0.09020 0.0 0.0 0.0
H 5.43619 -3.22875 1.46065 0.0 0.0 0.0
H 8.43733 -1.25933 1.23953 0.0 0.0 0.0
H 7.66394 -1.60892 2.79032 0.0 0.0 0.0
H 8.03508 0.05886 2.35274 0.0 0.0 0.0
H 6.76543 -0.32621 -1.19008 0.0 0.0 0.0
H 6.57002 1.18996 -0.28776 0.0 0.0 0.0
H 5.14726 0.34044 -0.90634 0.0 0.0 0.0
H 2.17308 0.03975 5.15678 0.0 0.0 0.0
H 3.33944 0.94994 6.10699 0.0 0.0 0.0
H 2.87446 -0.68418 6.61983 0.0 0.0 0.0
H 3.53865 -3.04464 4.21768 0.0 0.0 0.0
H 4.27659 -2.96242 5.81836 0.0 0.0 0.0
H 5.29672 -3.09866 4.37686 0.0 0.0 0.0
H 6.20458 0.69463 5.85067 0.0 0.0 0.0
H 6.97825 -0.74274 5.17372 0.0 0.0 0.0
H 6.04107 -0.86191 6.67379 0.0 0.0 0.0
H 4.53332 3.49051 1.09142 0.0 0.0 0.0
H 6.24468 3.16248 0.79509 0.0 0.0 0.0
H 5.77864 4.50861 1.84530 0.0 0.0 0.0
H 3.54673 3.17677 4.26815 0.0 0.0 0.0
H 4.93709 4.24656 4.54547 0.0 0.0 0.0
H 4.81191 2.70872 5.41559 0.0 0.0 0.0
H 8.06978 2.18047 2.78678 0.0 0.0 0.0
H 7.61866 1.71520 4.43029 0.0 0.0 0.0
H 7.60561 3.41901 3.95145 0.0 0.0 0.0
F 1.82396 4.79376 -2.36921 0.0 0.0 0.0
C 1.74050 3.49150 -1.99656 0.0 0.0 0.0
F 2.81542 3.22653 -1.26814 0.0 0.0 0.1
F 1.82320 2.76996 -3.12175 0.0 0.0 0.0
C 0.42007 3.16802 -1.19876 0.1 0.0 -0.1
O 0.56554 2.05519 -0.50241 0.0 0.0 0.2
C 0.14033 4.37047 -0.22539 0.0 -0.1 0.0
F -0.76234 4.03959 0.69183 -0.1 0.0 0.0
F -0.32166 5.48197 -0.84359 0.0 0.1 0.0
F 1.25937 4.72696 0.42113 0.1 0.0 0.0
C -0.75098 3.09919 -2.23748 0.0 0.1 0.1
F -0.69501 1.99611 -2.96809 0.0 -0.1 0.0
F -0.74837 4.14113 -3.10381 0.0 0.0 0.0
F -1.94161 3.12504 -1.61479 0.0 0.0 0.0

---

Record 2
99
Properties=species:S:1:pos:R:3:forces:R:3 method="wB97M-V/def2-TZVPD" multiplicity=2 e_homo_ev="-9.1 / -9.2" total_charge=+1 fmax_ev_per_a=3.56 s_squared=0.76
Ir 0.35810 0.12725 0.46889 -1.9 1.3 0.1
C 4.45240 -0.49255 -2.56981 -0.1 0.1 0.3
C 2.99020 -0.51155 -2.14351 -0.7 -0.3 0.2
C 2.09620 0.15175 -3.18741 -0.1 -0.1 0.1
P 2.58190 0.27355 -0.49231 0.9 0.8 0.8
C 4.04050 -0.16615 0.58899 -0.4 0.0 0.1
C 3.81970 -1.59765 1.07259 0.1 0.0 -0.1
C 4.16380 0.77255 1.78259 0.0 0.1 -0.2
C 2.69640 2.07565 -0.74041 -0.7 0.0 0.0
C 3.90040 2.74945 -0.88291 0.0 0.2 -0.2
C 3.94420 4.13365 -0.90641 0.2 0.0 0.1
C 2.77730 4.85895 -0.69761 0.1 -0.2 0.0
C 1.56850 4.21185 -0.57431 -0.1 -0.3 0.1
C 1.48110 2.80825 -0.66561 1.3 0.3 0.0
N 0.29530 2.13775 -0.60841 0.1 -2.5 1.2
C -0.86170 2.61555 -1.11921 -1.0 0.0 -0.2
C -0.90330 3.68445 -2.04571 0.1 -0.1 0.1
C -2.09690 4.21155 -2.47881 0.0 -0.2 0.1
C -3.30220 3.68395 -2.02961 -0.3 -0.1 0.0
C -3.28880 2.55165 -1.23341 -0.1 0.4 -0.2
C -2.09930 1.98275 -0.80081 0.8 -0.2 0.1
P -2.02850 0.28745 -0.14111 0.0 1.1 1.0
C -2.91160 -0.70395 -1.47981 0.9 -0.4 0.2
C -2.25550 -0.31045 -2.80141 0.1 0.0 0.1
C -4.43210 -0.66995 -1.59921 0.1 0.2 0.4
C -3.04200 0.17345 1.42419 0.2 -0.1 0.0
C -3.23500 -1.30615 1.76519 0.2 0.1 0.0
C -4.33920 0.96435 1.50079 0.2 0.0 0.0
H 4.52930 -0.91385 -3.57171 0.0 0.0 -0.1
H 5.07410 -1.09685 -1.91431 0.1 0.0 0.0
H 4.83880 0.52285 -2.60321 0.1 0.1 0.0
H 2.67670 -1.55635 -2.03441 0.0 0.1 0.0
H 2.37250 1.19645 -3.32051 0.0 0.1 0.0
H 1.05280 0.10645 -2.87481 -0.1 0.1 -0.1
H 2.19210 -0.35425 -4.14561 0.0 -0.1 -0.1
H 4.95970 -0.10995 -0.00331 -0.2 0.0 -0.1
H 2.89700 -1.64525 1.65379 0.0 0.0 0.0
H 4.64260 -1.92065 1.70619 0.1 0.0 0.1
H 3.73730 -2.28945 0.23799 0.0 -0.2 -0.1
H 3.29030 0.67955 2.42629 -0.1 0.0 0.1
H 4.25400 1.80965 1.46579 0.0 0.0 0.1
H 5.04950 0.52125 2.36459 0.0 -0.1 0.1
H 4.81600 2.18465 -0.98251 0.1 0.0 0.1
H 4.88420 4.64485 -1.03951 0.1 0.0 0.0
H 2.81630 5.93555 -0.61761 0.0 0.1 0.0
H 0.67500 4.77915 -0.36391 -0.1 0.0 -0.1
H 0.02550 4.07635 -2.43311 0.0 0.1 0.0
H -2.09330 5.03745 -3.17511 0.0 0.1 -0.1
H -4.24040 4.11775 -2.34121 -0.1 0.0 0.0
H -4.22460 2.10325 -0.94681 -0.2 0.0 0.0
H -2.61870 -1.73425 -1.23541 0.0 0.0 -0.1
H -2.53710 0.70175 -3.08421 0.0 0.1 0.0
H -2.55660 -0.98485 -3.59841 -0.1 -0.1 -0.1
H -1.17190 -0.34865 -2.70481 0.1 0.0 -0.1
H -4.79410 0.32245 -1.84981 -0.1 0.1 0.0
H -4.92220 -1.01195 -0.69131 -0.1 0.0 0.0
H -4.72530 -1.34085 -2.40641 0.0 0.0 -0.1
H -2.34230 0.59115 2.16359 -0.2 0.0 -0.2
H -3.52450 -1.41135 2.81069 -0.1 0.0 0.0
H -2.30040 -1.85315 1.61609 0.0 -0.1 0.0
H -4.00750 -1.76835 1.15379 0.0 0.0 -0.1
H -5.06170 0.64915 0.75519 -0.1 0.0 -0.1
H -4.14700 2.02565 1.38119 -0.1 0.1 0.0
H -4.78430 0.81115 2.48109 -0.1 0.0 0.1
C -1.30440 -4.00635 -2.94241 0.1 0.1 -0.5
N -1.29290 -4.31815 -1.53121 0.1 -0.1 0.3
C -2.40120 -5.14485 -1.09631 -0.2 -0.2 0.1
C -0.45290 -3.70605 -0.67241 -0.2 0.2 0.2
S 0.34460 -2.29115 -1.14611 0.5 0.8 0.1
N -0.25950 -4.23345 0.55559 -0.2 0.1 -0.2
C -0.22060 -5.66425 0.79009 -0.1 -0.3 0.1
C 0.36800 -3.46525 1.60599 0.1 0.4 0.3
H -1.13810 -4.91725 -3.52531 -0.1 0.0 0.1
H -0.52010 -3.28735 -3.16741 -0.1 -0.1 0.0
H -2.26960 -3.58035 -3.23151 0.0 0.0 0.0
H -3.32330 -4.76175 -1.54381 0.1 0.0 0.0
H -2.50890 -5.10105 -0.01741 0.0 0.0 0.0
H -2.28600 -6.18465 -1.41451 0.0 0.0 0.1
H -0.35250 -6.20785 -0.13961 0.0 0.0 0.0
H -0.98600 -5.97255 1.50619 0.0 0.0 0.0
H 0.75570 -5.92915 1.20129 0.0 0.0 0.0
H 0.20800 -2.39115 1.45199 0.0 -0.4 0.1
H 1.44500 -3.64795 1.64089 0.0 0.0 0.0
H -0.06960 -3.75705 2.56209 0.0 -0.1 0.0
C 1.20130 1.20565 4.65739 -0.2 -0.5 -0.3
C 0.32660 1.63145 3.45559 0.2 0.7 -0.2
C 1.02920 2.75795 2.68559 -0.1 -0.3 0.0
C -0.99290 2.21785 4.01219 -0.1 -0.4 -0.2
C 0.04850 0.43175 2.61309 1.2 -0.3 -3.3
H 1.41450 2.07305 5.27639 0.0 0.1 0.0
H 2.14530 0.77395 4.32689 0.1 0.0 0.0
H 0.68420 0.46625 5.26709 0.0 -0.1 0.1
H 1.36130 3.52595 3.38059 0.0 0.1 0.1
H 0.33820 3.21095 1.97989 0.0 0.0 -0.2
H 1.89050 2.38945 2.13449 0.0 0.0 0.0
H -0.77790 3.08235 4.63619 0.1 0.0 0.0
H -1.52660 1.48645 4.61439 -0.1 -0.1 0.1
H -1.63410 2.54875 3.19759 -0.1 0.0 -0.1
H -0.34540 -0.40785 3.19319 -0.2 0.0 0.1